The following is a quantum chemistry calculation of a single C4H9N molecule, from the Open Molecules 2025 dataset.

ORCA input file:
```
! RIJCOSX wB97M-V def2-TZVPD def2/J DEFGRID3
* xyz 0 1
C 0.51288 1.18367 0.86722
C -0.23289 0.39992 -0.17254
C -1.67487 0.79788 -0.45915
C 0.08394 -0.86781 -0.42990
N 1.25523 -1.60286 0.01096
H 1.25156 1.95452 0.57949
H -0.25173 1.76975 1.36844
H 1.01172 0.47202 1.51362
H -1.89002 1.07285 -1.50244
H -2.32946 -0.00354 -0.09852
H -1.95102 1.58537 0.24648
H -0.47717 -1.66592 -0.87530
H 1.73785 -2.00102 -0.78266
H 1.96345 -1.13987 0.56666
*
```

Summary:
E_HOMO = -8.1 eV
SMILES string = CC(C)=CN
Energy relative to the best compared isomer or geometry (same formula, charge and spin) = 21.15 kcal/mol

In the Löwdin picture, each atom carries the following charge in e: -0.066, -0.343, -0.079, -0.175, 0.013, 0.083, 0.065, 0.061, 0.077, 0.075, 0.061, 0.106, 0.065, 0.054

The following is a quantum chemistry calculation of a molecular structure, C16H28ClN4O4Pd, from the Open Molecules 2025 dataset.

ORCA input file:
```
! RIJCOSX wB97M-V def2-TZVPD def2/J DEFGRID3
* xyz 0 4
Pd -0.41951 3.20143 1.78869
Cl 1.15094 -0.01723 0.79262
O 0.71849 -0.92018 1.79911
O 1.02015 -0.63201 -0.54192
O 0.34515 1.11281 0.78424
O 2.43080 0.47373 1.25804
C -3.78339 -1.02960 -1.57620
C -3.33366 -2.28906 -0.78369
C -2.47366 -2.06166 0.45190
C -3.10141 -1.52968 1.67248
N -3.53775 -1.13701 2.70690
H -4.16515 -1.27099 -2.56821
H -2.93096 -0.36437 -1.71375
H -4.56233 -0.46849 -1.05995
H -2.68288 -2.83263 -1.46862
H -4.20429 -2.93093 -0.64908
H -1.68494 -1.43289 0.03879
H -1.89185 -2.93491 0.74688
C -1.65792 -1.32058 -4.45976
C -1.61325 0.23103 -4.20153
C -0.27778 0.72695 -3.58079
C 0.91515 0.26040 -4.29205
N 1.87662 -0.07280 -4.85825
H -2.27267 -1.60602 -5.31340
H -2.07043 -1.79045 -3.56693
H -0.64436 -1.72024 -4.42707
H -2.43340 0.56825 -3.56771
H -1.69192 0.80266 -5.12628
H -0.27712 0.59327 -2.49901
H -0.09614 1.80061 -3.53230
C 5.70595 1.15784 -2.52250
C 4.77627 1.51084 -1.35685
C 3.34994 1.90781 -1.83529
C 3.46707 3.13956 -2.63323
N 3.51183 4.14939 -3.26184
H 5.09877 0.80921 -3.35790
H 6.42309 0.41795 -2.16701
H 6.21463 2.09706 -2.73980
H 5.35334 2.30574 -0.88437
H 4.74661 0.75304 -0.57394
H 2.78702 1.90746 -0.90190
H 2.75192 1.12148 -2.29590
C -1.46820 0.13060 7.25300
C -0.47012 -0.74693 6.52880
C -0.72478 -0.71364 4.96895
C -0.61648 0.62527 4.37873
N -0.67913 1.58665 3.78670
H -1.11243 0.21127 8.28014
H -2.48628 -0.25784 7.22580
H -1.50789 1.14968 6.86829
H -0.56345 -1.73301 6.98381
H 0.49683 -0.26690 6.67938
H -1.66770 -1.22616 4.77838
H -0.03736 -1.44579 4.54527
*
```

Summary:
E_HOMO (spin up / spin down) = -9.1 / -10.4 eV
⟨S²⟩ = 3.75

In the Löwdin picture, each atom carries the following charge in e: 0.874, 0.601, -0.337, -0.329, -0.548, -0.333, -0.102, -0.242, -0.192, -0.178, 0.125, 0.073, 0.050, 0.074, 0.098, 0.109, 0.098, 0.126, -0.067, -0.218, -0.191, -0.240, 0.153, 0.077, 0.035, 0.066, 0.080, 0.101, 0.092, 0.117, -0.107, -0.258, -0.187, -0.209, 0.125, 0.074, 0.071, 0.071, 0.105, 0.098, 0.082, 0.091, -0.128, -0.236, -0.154, -0.184, 0.111, 0.075, 0.080, 0.068, 0.113, 0.107, 0.104, 0.116

The following is a quantum chemistry calculation of a single C5H7NO4S2 molecule, from the Open Molecules 2025 dataset.

ORCA input file:
```
! RIJCOSX wB97M-V def2-TZVPD def2/J DEFGRID3
* xyz 0 3
C 2.16382 0.00994 0.71417
C 1.36932 0.90580 1.28318
C 1.88392 -0.39043 -0.72276
C 0.69730 0.35815 -1.32447
C -0.33796 0.83383 -0.31556
N -2.28789 -0.71562 1.16877
O 2.52164 -1.15829 -1.36757
O -1.78551 -1.23130 -1.20959
O -0.15625 -1.87102 0.48081
O 0.21676 1.35597 0.92663
S -1.77755 1.79159 -0.86071
S -1.17557 -0.93464 0.01242
H 3.04028 -0.40180 1.16652
H 1.63102 1.26824 2.28062
H 1.19550 1.15811 -1.77576
H 0.21247 -0.45548 -1.87205
H -1.98878 -0.47226 2.10437
H -3.29228 -0.75327 0.99256
H -2.13023 0.70248 -1.68159
*
```

Summary:
E_HOMO (spin up / spin down) = -5.6 / -9.1 eV
⟨S²⟩ = 2.02
Energy relative to the best compared isomer or geometry (same formula, charge and spin) = 0.00 kcal/mol

In the Löwdin picture, each atom carries the following charge in e: 0.005, -0.251, -0.435, -0.094, -0.717, -0.070, 0.235, -0.326, -0.275, -0.067, 0.823, 0.559, 0.111, 0.133, 0.124, 0.119, 0.090, 0.095, -0.061

The following is a quantum chemistry calculation of 2 unconnected molecules or ions with the total composition C3H8N2O2, from the Open Molecules 2025 dataset.

ORCA input file:
```
! RIJCOSX wB97M-V def2-TZVPD def2/J DEFGRID3
* xyz 0 1
O -2.06258 -1.75243 -0.34884
C -0.93682 -1.23252 -0.67194
N -0.03770 1.51679 1.49083
C 1.14776 2.11495 1.92486
O 1.42659 3.35542 1.12810
C -0.11538 -1.75987 -1.67569
N -0.57897 -3.02678 -2.21647
H -0.80195 1.73363 2.09066
H 2.03125 1.48857 1.70794
H 1.16385 2.51671 2.95479
H 0.66524 3.18734 0.51109
H 0.93161 -1.57200 -1.86642
H -0.57723 -0.32643 -0.11802
H -0.83894 -2.98728 -3.23202
H -1.41673 -3.25612 -1.67886
*
```

Summary:
E_HOMO = -7.2 eV
Energy relative to the best compared isomer or geometry (same formula, charge and spin) = 186.30 kcal/mol

In the Löwdin picture, each atom carries the following charge in e: -0.011, -0.248, 0.044, -0.410, -0.129, -0.011, 0.092, 0.009, 0.100, 0.101, 0.062, 0.114, 0.083, 0.128, 0.075

The following is a quantum chemistry calculation of 2 unconnected molecules or ions with the total composition CHFNO3S, from the Open Molecules 2025 dataset.

ORCA input file:
```
! RIJCOSX wB97M-V def2-TZVPD def2/J DEFGRID3
* xyz -1 1
C -1.24391 -1.43229 -0.27821
N -1.06229 -2.55929 -0.36989
O -2.80602 0.53739 -0.71498
O -0.38644 0.93274 -0.64172
O -1.62170 0.43305 1.43125
F 1.42418 -0.35650 0.33657
S -1.56394 0.30381 -0.00842
H 0.71193 0.22544 -0.06578
*
```

Summary:
E_HOMO = -6.7 eV
Energy relative to the best compared isomer or geometry (same formula, charge and spin) = 0.43 kcal/mol

In the Löwdin picture, each atom carries the following charge in e: -0.286, 0.095, -0.335, -0.333, -0.320, -0.205, 0.411, -0.027

The following is a quantum chemistry calculation of a single C5H7NO molecule, from the Open Molecules 2025 dataset.

ORCA input file:
```
! RIJCOSX wB97M-V def2-TZVPD def2/J DEFGRID3
* xyz 0 1
O 2.21213 1.94676 -0.14637
C 0.90543 1.77661 0.20614
C 0.10357 0.84947 -0.28056
C -0.16399 -0.37871 -0.99085
C -0.21207 -1.54022 0.00512
C -1.25749 -0.70460 0.78122
N -1.23610 0.39779 -0.23595
H 2.38693 1.37258 -0.90416
H 0.57949 2.50277 0.94327
H -0.18712 -0.47737 -2.07408
H 0.72670 -1.77199 0.51663
H -0.63067 -2.45643 -0.41690
H -0.97777 -0.35511 1.77956
H -2.24906 -1.16154 0.81693
*
```

Summary:
E_HOMO = -8.5 eV
SMILES string = O/C=C1\[C@H]2CCN12
Energy relative to the best compared isomer or geometry (same formula, charge and spin) = 79.54 kcal/mol

In the Löwdin picture, each atom carries the following charge in e: 0.003, -0.134, -0.245, -0.169, -0.112, -0.153, 0.033, 0.103, 0.125, 0.129, 0.103, 0.101, 0.110, 0.105

Which F_max belongs to each record? In order, 2.6; 6.9; 8.7; 5.1; 1.2; 0.4 eV/Å.
Which E belongs to each record? In order, -212.5175; -1733.9547; -1346.5921; -378.8441; -817.3267; -324.5977 hartree.